1.
A molecular structure, C59H49AgAsF5N6O2S. Source: OMol25; level of theory: wB97M-V/def2-TZVPD.

XYZ file:
```
124
Properties=species:S:1:pos:R:3
Ag 1.384 0.761 -0.801
N 1.803 1.057 6.833
C 1.511 0.864 8.165
C 2.132 1.276 9.340
C 1.529 0.901 10.525
C 0.350 0.136 10.532
C -0.252 -0.273 9.357
C 0.338 0.100 8.153
N -0.051 -0.156 6.849
C 0.836 0.424 6.103
C 0.829 0.446 4.628
C -0.118 -0.276 3.925
C -0.106 -0.227 2.538
N 0.755 0.501 1.831
C 1.660 1.195 2.511
C 1.740 1.186 3.899
H 2.596 1.541 6.456
H 3.042 1.863 9.333
H 1.974 1.204 11.463
H -0.095 -0.138 11.480
H -1.159 -0.865 9.361
H -0.846 -0.873 4.461
H -0.817 -0.810 1.966
H 2.354 1.782 1.916
H 2.516 1.774 4.377
F 3.753 -1.468 -1.176
C 4.361 -0.346 -0.692
C 3.616 0.749 -0.321
C 4.389 1.791 0.133
F 3.806 2.944 0.594
C 5.769 1.777 0.222
F 6.462 2.832 0.705
C 6.455 0.650 -0.171
F 7.797 0.605 -0.096
C 5.740 -0.433 -0.634
F 6.402 -1.541 -1.017
C -0.008 6.605 -0.105
N 0.732 5.598 -0.816
C 1.657 5.830 -1.899
C 2.175 4.396 -2.160
O 3.018 4.148 -2.991
N 1.532 3.530 -1.303
C 0.719 4.255 -0.575
N -0.086 3.735 0.375
H 0.488 7.566 -0.235
H -0.029 6.383 0.965
H -1.039 6.703 -0.460
H 2.472 6.503 -1.621
H 1.165 6.203 -2.801
H -0.295 2.745 0.262
H -0.903 4.261 0.632
O -2.067 1.963 0.376
S -2.094 0.498 -0.005
C -3.137 0.357 -1.495
C -4.531 -0.133 -1.085
C -4.719 0.288 0.370
C -3.440 -0.186 1.041
H -2.622 -0.297 -2.196
H -3.130 1.366 -1.911
H -4.564 -1.226 -1.147
H -5.303 0.261 -1.746
H -5.626 -0.121 0.826
H -4.764 1.378 0.436
H -3.351 -1.280 1.023
H -3.285 0.187 2.055
C 1.236 -4.335 -4.559
C 0.896 -5.121 -3.459
C 0.802 -4.544 -2.201
C 1.063 -3.183 -2.027
C 1.400 -2.402 -3.130
C 1.481 -2.980 -4.394
As 0.899 -2.287 -0.297
C -0.801 -3.172 0.184
C -1.846 -3.034 -0.738
C -3.106 -3.549 -0.468
C -3.349 -4.208 0.734
C -2.325 -4.339 1.662
C -1.060 -3.817 1.391
C 2.150 -3.359 0.784
C 2.226 -3.081 2.151
C 3.146 -3.728 2.968
C 4.034 -4.645 2.421
C 3.998 -4.899 1.056
C 3.063 -4.265 0.245
H 1.293 -4.781 -5.546
H 0.697 -6.179 -3.586
H 0.517 -5.153 -1.350
H 1.568 -1.338 -2.998
H 1.724 -2.360 -5.249
H -1.665 -2.524 -1.682
H -3.901 -3.432 -1.196
H -4.333 -4.613 0.945
H -2.505 -4.854 2.600
H -0.273 -3.919 2.129
H 1.568 -2.335 2.583
H 3.177 -3.504 4.029
H 4.753 -5.153 3.054
H 4.708 -5.590 0.616
H 3.058 -4.464 -0.818
C 0.011 0.632 -2.381
C -0.754 0.775 -3.331
C -1.773 0.978 -4.325
C -2.062 2.349 -4.694
C -2.718 2.736 -5.893
C -2.999 4.065 -6.183
C -2.627 5.091 -5.316
C -1.922 4.743 -4.161
C -1.637 3.421 -3.859
C -2.516 -0.170 -4.758
C -3.816 -0.128 -5.347
C -4.510 -1.281 -5.683
C -3.978 -2.552 -5.453
C -2.725 -2.626 -4.837
C -2.020 -1.485 -4.494
H -2.972 1.977 -6.621
H -3.503 4.309 -7.115
H -2.864 6.126 -5.540
H -1.587 5.525 -3.482
H -1.072 3.172 -2.966
H -4.295 0.830 -5.504
H -5.501 -1.191 -6.121
H -4.525 -3.448 -5.728
H -2.291 -3.600 -4.619
H -1.058 -1.571 -4.003
```

## Properties
Energy above the lowest of the compared OMol25 structures with the same formula, charge and spin   0.855 eV
Total charge   -2
Orbital gap   3.21 eV
Total energy   -164273.2486 eV
Lowest unoccupied orbital energy   3.26 eV


2.
A molecular structure, C59H49AsFN4O5RbS2Si. Source: OMol25; level of theory: wB97M-V/def2-TZVPD.

XYZ file:
```
123
Properties=species:S:1:pos:R:3
Rb -0.972 1.603 -1.264
C -5.395 -4.764 -0.471
C -5.322 -4.207 0.942
C -6.690 -4.273 1.610
C -6.592 -3.816 3.052
C -5.928 -2.471 3.136
C -6.153 -1.644 4.215
C -5.523 -0.409 4.298
F -5.785 0.359 5.384
C -4.669 0.028 3.331
C -4.431 -0.790 2.216
C -3.474 -0.306 1.202
O -2.899 0.778 1.339
C -3.278 -1.203 0.094
C -3.955 -2.365 0.038
N -4.833 -2.823 0.987
C -5.062 -2.038 2.105
C -2.205 -0.890 -0.948
O -1.053 -0.982 -0.478
O -2.572 -0.548 -2.082
H -5.915 -5.722 -0.435
H -4.414 -4.945 -0.906
H -5.951 -4.095 -1.129
H -4.624 -4.825 1.525
H -7.055 -5.301 1.555
H -7.390 -3.645 1.051
H -6.003 -4.546 3.618
H -7.576 -3.772 3.524
H -6.825 -1.944 5.010
H -4.164 0.982 3.382
H -3.799 -3.011 -0.812
C 5.047 -3.285 -2.859
C 3.661 -3.402 -2.912
C 2.874 -2.270 -3.059
C 3.420 -0.982 -3.180
C 4.813 -0.899 -3.110
C 5.616 -2.024 -2.952
Si 2.186 0.499 -3.414
C 3.491 1.922 -3.551
C 4.002 2.474 -4.728
C 4.923 3.516 -4.715
C 5.367 4.039 -3.509
C 4.873 3.514 -2.321
C 3.945 2.483 -2.350
C 1.864 0.263 -5.314
C 2.502 -0.647 -6.159
C 2.204 -0.735 -7.513
C 1.255 0.106 -8.076
C 0.606 1.028 -7.263
C 0.903 1.089 -5.909
H 5.669 -4.165 -2.731
H 3.193 -4.377 -2.830
H 1.792 -2.380 -3.075
H 5.289 0.073 -3.196
H 6.696 -1.911 -2.905
H 3.675 2.077 -5.684
H 5.291 3.921 -5.652
H 6.077 4.859 -3.494
H 5.183 3.931 -1.369
H 3.531 2.125 -1.411
H 3.261 -1.307 -5.750
H 2.722 -1.460 -8.133
H 1.021 0.043 -9.133
H -0.142 1.693 -7.680
H 0.370 1.804 -5.288
C 5.632 -3.474 2.180
C 5.595 -2.888 0.926
C 4.410 -2.331 0.453
C 3.261 -2.354 1.236
C 3.307 -2.949 2.495
C 4.485 -3.507 2.966
As 1.678 -1.540 0.427
C 0.378 -2.841 1.136
C -0.605 -2.545 2.076
C -1.560 -3.490 2.425
C -1.542 -4.751 1.847
C -0.558 -5.062 0.919
C 0.390 -4.110 0.566
C 1.452 -0.063 1.715
C 0.259 0.656 1.744
C 0.142 1.812 2.501
C 1.222 2.285 3.229
C 2.416 1.584 3.201
C 2.534 0.421 2.449
H 6.553 -3.910 2.550
H 6.480 -2.863 0.301
H 4.387 -1.881 -0.534
H 2.409 -2.971 3.103
H 4.511 -3.968 3.947
H -0.639 -1.564 2.528
H -2.324 -3.232 3.152
H -2.288 -5.490 2.122
H -0.534 -6.043 0.457
H 1.139 -4.360 -0.179
H -0.587 0.326 1.154
H -0.797 2.353 2.483
H 1.145 3.215 3.781
H 3.275 1.952 3.752
H 3.485 -0.094 2.432
N -3.615 5.699 4.868
C -3.113 5.516 3.563
C -3.072 4.242 2.995
C -2.610 4.065 1.704
C -2.182 5.156 0.957
C -2.232 6.421 1.510
C -2.697 6.604 2.805
S -1.539 4.879 -0.688
O -2.501 3.999 -1.328
O -1.352 6.210 -1.234
N -0.240 4.030 -0.529
C 0.880 4.470 0.080
S 1.173 6.106 0.623
C 2.712 5.611 1.231
C 2.891 4.292 0.970
N 1.872 3.648 0.331
H -3.509 4.874 5.440
H -3.200 6.492 5.336
H -3.402 3.382 3.567
H -2.594 3.067 1.285
H -1.895 7.265 0.922
H -2.731 7.601 3.232
H 3.394 6.289 1.717
H 3.778 3.730 1.235
```

## Properties
Energy above the lowest of the compared OMol25 structures with the same formula, charge and spin   0.534 eV
Total charge   -2
Orbital gap   4.40 eV
Total energy   -171939.8202 eV
Lowest unoccupied orbital energy   3.27 eV


> Which of these has the lowest lowest unoccupied orbital energy?

C59H49AgAsF5N6O2S